{"formula": "C5H6N2O2", "method": "the ωB97M-V functional and the def2-TZVPD basis", "species": ["N", "C", "O", "C", "C", "C", "C", "N", "O", "H", "H", "H", "H", "H", "H"], "coordinates": [[-1.99467, 0.42688, 1.30279], [-1.39866, -0.47358, 0.51001], [-1.89457, -1.52045, 0.16567], [0.08735, -0.10303, 0.23917], [1.04497, -1.18588, -0.06368], [0.63509, -0.16850, -1.14368], [1.35778, 1.15235, -1.21422], [1.32402, 1.75749, -0.10626], [0.50059, 1.09162, 0.79508], [-1.42391, 1.13625, 1.66175], [-2.84322, 0.13659, 1.75134], [0.64845, -2.18811, -0.16498], [2.04911, -1.17702, 0.35737], [0.04577, -0.45242, -2.02733], [1.86189, 1.56781, -2.06304]], "atomic_forces_ev_per_a": [[-0.835, -0.643, -0.471], [1.520, -0.161, 0.705], [0.052, -0.133, -0.556], [-2.330, -1.024, -0.472], [0.782, 0.197, -0.413], [0.103, 0.144, -1.311], [-0.441, -2.006, 0.643], [0.193, 1.519, 0.227], [0.634, 0.184, 0.590], [0.477, 1.177, 0.686], [-0.167, 0.191, 0.080], [-0.296, 0.210, -0.108], [-0.196, 0.389, -0.123], [0.259, -0.191, 0.648], [0.244, 0.147, -0.126]], "lowdin_charge": [0.20, -0.46, 0.07, -0.38, 0.02, -0.12, -0.08, 0.09, -0.05, 0.08, 0.12, 0.12, 0.12, 0.15, 0.12], "orbital_gap_ev": 10.5, "de_lowest_ev": 2.3333, "energy_ha": -454.04845, "e_homo_ev": -9.611, "smiles": "NC(=O)[C@@]12C[C@@H]1C=NO2"}


{"formula": "C34H36N7O4PPbS2", "method": "the ωB97M-V functional and the def2-TZVPD basis", "species": ["Pb", "N", "C", "C", "C", "C", "N", "C", "N", "N", "C", "O", "O", "H", "H", "H", "H", "H", "H", "H", "H", "H", "H", "H", "H", "H", "H", "O", "C", "C", "C", "C", "C", "C", "N", "H", "H", "H", "H", "H", "H", "H", "S", "C", "S", "C", "C", "N", "C", "N", "O", "P", "C", "C", "C", "C", "C", "C", "C", "C", "C", "C", "C", "C", "C", "C", "C", "C", "C", "C", "H", "H", "H", "H", "H", "H", "H", "H", "H", "H", "H", "H", "H", "H", "H"], "coordinates": [[0.39315, -0.48054, 0.95880], [-0.06702, 1.36914, 2.75699], [-0.82925, 0.75542, 3.84911], [-1.14021, 1.76924, 4.96468], [-2.00891, 1.28191, 6.12581], [-3.51695, 1.26902, 5.86916], [-3.99742, 0.71567, 4.60216], [-4.07084, -0.57035, 4.28910], [-4.90746, -0.94821, 3.30774], [-3.37428, -1.47770, 4.97826], [-0.04895, -0.47607, 4.36880], [-0.67568, -1.26648, 5.10770], [1.13770, -0.58620, 3.98459], [0.84075, 1.66503, 3.10279], [-0.54588, 2.17633, 2.36828], [-1.75431, 0.39172, 3.39929], [-1.61131, 2.64453, 4.50150], [-0.18096, 2.11261, 5.36464], [-1.87165, 1.96084, 6.97181], [-1.66059, 0.30691, 6.45689], [-3.88736, 2.29439, 5.87436], [-4.01685, 0.74114, 6.68432], [-4.40630, 1.35128, 3.92606], [-5.31915, -0.20459, 2.75474], [-4.63545, -1.75644, 2.77238], [-2.37760, -1.26095, 5.22704], [-3.50693, -2.43688, 4.69772], [2.96093, -1.30000, 2.23187], [3.74238, -0.13464, 2.26273], [3.79544, 0.53589, 0.90303], [5.10874, 1.04317, 0.45746], [5.22294, 1.79173, -0.63422], [4.04642, 2.09170, -1.49499], [2.76095, 1.33686, -1.05732], [2.71726, 0.68835, 0.24141], [2.39476, -1.28147, 3.03307], [4.76184, -0.35424, 2.59564], [3.31376, 0.58534, 2.96992], [5.96679, 0.82582, 1.08010], [6.18344, 2.20549, -0.92378], [3.92948, 3.17060, -1.62265], [1.86976, 1.95444, -1.15521], [-2.46796, -0.41796, 0.71753], [-2.09829, 1.20061, 0.26785], [-0.59080, 1.54673, -0.52502], [-2.96028, 2.25172, 0.58415], [-4.13595, 2.00136, 1.32982], [-5.07062, 1.78069, 1.97467], [-2.67341, 3.60787, 0.25205], [-2.44414, 4.70975, 0.00429], [0.98164, -1.67879, -1.27695], [0.69084, -1.25812, -2.68725], [1.71573, 0.14858, -3.14957], [2.91892, 0.37761, -2.26945], [4.03174, 1.30447, -2.83923], [3.62428, 2.12480, -4.01979], [2.47047, 1.93633, -4.65463], [1.53465, 0.88057, -4.25157], [1.15577, -2.59238, -3.81472], [1.81602, -3.69525, -3.28441], [2.19386, -4.74192, -4.11629], [1.91146, -4.68621, -5.47197], [1.24686, -3.58616, -6.00329], [0.86815, -2.54260, -5.17675], [-1.05844, -0.96986, -3.00411], [-1.62181, 0.21452, -3.46438], [-2.99278, 0.30163, -3.65517], [-3.80488, -0.79017, -3.38540], [-3.24922, -1.97121, -2.91422], [-1.88121, -2.06153, -2.72421], [3.32022, -0.57718, -1.92599], [4.97746, 0.79604, -3.04805], [4.31430, 2.89283, -4.35294], [2.20693, 2.54868, -5.50728], [0.68927, 0.69905, -4.90425], [2.02373, -3.72272, -2.22209], [2.70643, -5.60091, -3.70315], [2.20391, -5.50294, -6.11934], [1.01996, -3.54839, -7.06076], [0.33468, -1.69469, -5.59143], [-1.00979, 1.09239, -3.61423], [-3.42808, 1.23265, -3.99374], [-4.87512, -0.71472, -3.52829], [-3.88265, -2.81717, -2.68193], [-1.44705, -2.97783, -2.34028]], "atomic_forces_ev_per_a": [[0.213, -0.284, 0.004], [0.025, 0.045, 0.035], [0.043, 0.052, -0.007], [-0.007, 0.009, -0.010], [0.012, 0.018, -0.076], [-0.026, 0.018, 0.006], [0.097, 0.070, -0.036], [0.051, -0.071, 0.080], [-0.017, -0.051, -0.010], [0.085, 0.077, -0.002], [-0.116, -0.064, -0.069], [-0.087, 0.045, 0.078], [-0.016, 0.118, 0.142], [0.007, -0.015, -0.016], [-0.012, -0.011, -0.016], [-0.024, -0.024, 0.047], [0.010, 0.002, -0.017], [-0.008, 0.009, 0.015], [0.026, -0.027, 0.004], [0.012, -0.054, 0.014], [0.003, -0.005, 0.004], [0.006, -0.008, 0.004], [-0.042, -0.005, -0.035], [0.001, 0.046, -0.010], [0.026, 0.009, -0.027], [-0.022, -0.060, -0.126], [-0.022, 0.013, 0.009], [0.046, 0.019, 0.067], [-0.046, -0.040, -0.050], [-0.027, 0.084, -0.016], [-0.019, 0.061, 0.045], [0.002, 0.016, -0.017], [-0.013, -0.011, 0.004], [0.031, -0.068, -0.016], [-0.039, -0.002, 0.064], [-0.066, -0.049, -0.123], [0.016, -0.027, -0.033], [0.070, 0.058, 0.023], [0.001, -0.013, -0.009], [0.011, -0.026, -0.006], [0.000, 0.005, 0.021], [0.038, 0.034, -0.014], [-0.110, 0.049, -0.050], [0.033, -0.093, 0.003], [-0.062, 0.091, -0.006], [-0.044, 0.093, 0.027], [0.023, -0.050, -0.009], [-0.004, 0.016, 0.049], [0.027, -0.033, 0.007], [-0.021, 0.008, -0.003], [-0.021, 0.051, 0.102], [-0.039, 0.042, 0.010], [0.041, -0.035, -0.006], [-0.060, -0.008, -0.015], [0.023, -0.002, -0.017], [-0.010, -0.002, 0.023], [-0.014, 0.000, 0.009], [-0.020, 0.035, -0.017], [0.000, -0.052, 0.064], [0.030, 0.013, -0.017], [0.004, 0.000, -0.002], [-0.002, 0.004, 0.001], [0.004, -0.005, 0.001], [-0.018, 0.001, -0.007], [0.023, -0.066, -0.138], [-0.006, 0.067, 0.117], [-0.020, -0.009, 0.008], [0.013, 0.016, -0.004], [0.002, -0.013, 0.020], [-0.009, 0.001, -0.050], [0.024, 0.013, 0.014], [0.002, 0.007, -0.011], [-0.001, -0.002, -0.009], [0.003, 0.003, 0.001], [-0.001, -0.003, 0.011], [-0.008, -0.006, 0.000], [-0.002, 0.001, 0.002], [0.001, 0.002, 0.000], [-0.002, 0.002, 0.000], [-0.002, 0.000, 0.005], [0.002, -0.018, -0.017], [0.003, 0.000, -0.003], [0.000, 0.000, 0.004], [0.001, 0.000, -0.005], [-0.005, -0.010, -0.022]], "lowdin_charge": [1.21, -0.03, -0.32, -0.13, -0.17, -0.15, 0.09, -0.46, 0.19, 0.21, -0.63, -0.03, -0.07, 0.09, 0.07, 0.09, 0.12, 0.12, 0.12, 0.10, 0.12, 0.12, 0.09, 0.06, 0.10, 0.07, 0.12, -0.13, -0.21, -0.24, 0.00, -0.02, -0.18, -0.23, 0.07, 0.03, 0.12, 0.13, 0.11, 0.12, 0.15, 0.09, 0.48, -1.17, 0.54, -0.40, -0.23, 0.13, -0.28, 0.14, -0.48, 0.78, -0.22, -0.17, -0.18, -0.04, -0.06, -0.06, -0.27, -0.07, -0.08, -0.08, -0.08, -0.07, -0.29, -0.11, -0.07, -0.07, -0.08, -0.08, 0.15, 0.15, 0.11, 0.10, 0.10, 0.11, 0.10, 0.10, 0.10, 0.11, 0.08, 0.11, 0.11, 0.11, 0.12], "orbital_gap_ev": 7.4, "de_lowest_ev": 1.2422, "energy_ha": -3332.16047, "e_homo_ev": -7.578}